(1)
Here is a cluster of 22 separate species, C18H75BN4O26P in total from the OMol25 dataset. Energies are from ωB97M-V/def2-TZVPD.

Properties
E_HOMO = -11.58 eV
Kohn-Sham gap = 8.5 eV
Largest force on an atom = 0.1973 Eh/bohr

```
! wB97M-V def2-TZVPD RIJCOSX def2/J DEFGRID3
* xyz 1 1
P 0.8601 -2.8107 -0.0378
O 0.1802 5.4831 -0.6408
O 4.9627 4.6430 -5.2283
O 0.1929 5.6363 -5.8399
O -3.0007 -11.0442 5.8021
O 0.9510 4.1336 -8.6573
O -0.2518 6.5342 4.8827
O 2.1228 0.1696 3.4294
O -1.6271 -8.9797 3.5642
O -0.5261 -7.8975 0.6175
O 1.0399 -2.4361 7.5882
O 0.8504 5.6893 2.2336
O 2.3920 -3.6892 0.1616
O 2.4361 -5.8335 -8.8504
O 0.0725 -7.0159 7.8361
O -1.8245 2.5736 4.0462
O -0.6463 2.8304 -3.8152
O 1.1326 -2.3730 -4.6579
O 2.9647 -2.0348 4.3246
O -4.7778 4.9749 -2.0959
O 0.8151 6.7872 -10.4120
O -4.1505 1.2326 -4.7462
O 2.9330 -3.6431 -6.8034
O -0.9708 -0.2395 6.4678
O 4.2711 -4.1105 2.7572
O 1.0849 1.4939 -2.7196
O 1.4724 7.9580 -7.5182
N 1.2356 -1.5676 -1.2590
N -1.1678 -0.2561 0.7154
N 0.5662 -2.0691 1.5534
N -0.5651 -0.7381 3.1738
C -3.4686 0.7437 0.1363
C -2.1420 0.8430 1.1488
C 2.3150 0.9527 4.6897
C -1.5337 3.1427 -1.3844
C -3.0084 2.5304 -1.7871
C 0.7462 2.3572 -3.7111
C -1.4469 -3.3471 2.4959
C 0.1670 -2.9706 2.7039
C -0.8903 3.8128 -2.7438
C -3.8341 2.2574 -0.3744
C 0.2141 -1.8104 3.9083
C 1.9637 2.8385 -4.7211
C -0.4535 -0.9569 1.6550
C -0.8155 -5.8543 5.0331
C -1.9311 -4.3187 1.4365
C 0.0346 -5.2534 4.0579
C 0.9461 -4.3897 2.9541
C 1.1698 2.1355 4.7557
B 1.7846 -1.2223 3.8827
H 0.6644 -1.6714 -2.1258
H -1.0327 -0.4819 -0.3112
H -4.3387 0.2277 0.7703
H -1.0850 -9.6474 4.0107
H 1.0359 -5.0666 1.9932
H -3.1439 0.0642 -0.7615
H -0.8164 2.3528 -0.8704
H 0.5005 4.6945 -0.1776
H 1.6747 -3.0407 -4.2114
H -2.5737 0.6889 2.2311
H -5.2073 5.5000 -1.4040
H 2.2602 -1.4976 -1.4537
H -3.3233 1.7333 -4.6825
H -1.6589 4.6386 -3.1039
H -4.9953 2.3501 -0.4868
H -1.7435 4.0406 -0.6286
H 2.4632 -3.1434 -6.1189
H 2.2175 0.1595 5.5642
H -0.2505 -2.0828 4.9507
H 2.7480 3.4815 -4.0969
H -0.4067 -8.5976 -0.0417
H 1.3022 6.3813 2.7396
H -0.6741 -8.3783 1.4457
H -0.0871 4.9562 -5.2090
H -1.2072 -8.1396 3.8023
H -1.6247 -0.9331 6.6423
H 1.4727 3.0529 5.4383
H 0.9879 5.9756 -0.8508
H 2.6053 -5.1792 -9.5447
H 0.4872 6.1587 1.4676
H 4.7170 -4.6018 3.4634
H 5.4086 4.1516 -4.5221
H 0.8185 7.2645 -7.3438
H 1.6228 7.2797 -10.6219
H -1.6415 1.9205 1.1225
H 3.5237 -2.2747 3.5046
H 1.2087 8.3174 -8.3787
H -1.2345 0.1198 5.6074
H -2.2943 3.0733 4.7307
H -0.4836 0.2463 3.5071
H -0.1323 5.8341 4.2235
H -5.3911 5.0271 -2.8443
H 2.4620 1.8632 -5.1597
H -0.2908 -6.5465 7.0701
H 0.5243 -6.3239 8.3421
H -0.3998 6.0534 5.7109
H -3.5531 3.3391 -2.4649
H 3.4662 -2.9736 -7.2577
H -2.7726 -10.5803 6.6216
H 0.6940 -1.7605 6.9858
H 1.1354 5.9987 -9.9488
H 0.2887 6.4335 -5.2975
H -3.9485 0.3904 -4.3116
H 1.5526 -1.5329 -4.4197
H -2.8315 -10.3898 5.1077
H 1.5014 3.5312 -5.5625
H 0.9574 2.4633 3.6407
H 0.3377 4.1858 -9.4057
H -2.2552 -2.8661 3.2198
H 2.0085 -4.2932 3.4358
H -1.8037 -6.1917 5.6012
H -3.5258 3.0125 0.4920
H 2.6642 -5.3697 -8.0308
H 0.5214 4.6586 -7.9654
H 0.1872 1.6249 5.1838
H -2.9375 1.5151 -2.4067
H 0.1591 4.3211 -2.5001
H 4.4354 3.9702 -5.6847
H 2.9743 -3.0170 0.6478
H 3.3678 1.4577 4.7672
H -1.0533 -4.8738 0.8475
H -3.0583 -4.4772 1.1589
H -1.2913 3.2431 3.5919
H 1.5224 -1.9282 8.2576
H 3.7438 -4.7832 2.3008
*
```

Löwdin population analysis, charges in e, atoms 1 to 2: atom 1 (P): 0.9352, atom 2 (O): -0.0705

(2)
Here is a structure of composition C18H7BrCl5N3O7Tl from the OMol25 dataset. Energies are from ωB97M-V/def2-TZVPD.

Properties
E_HOMO (alpha / beta) = -10.84 / -10.91 eV
Energy above the lowest of the compared OMol25 structures with the same formula, charge and spin = 1.5558 eV
Kohn-Sham gap (alpha / beta) = 2.1 / 2.3 eV
Largest force on an atom = 0.0788 Eh/bohr

```
! wB97M-V def2-TZVPD RIJCOSX def2/J DEFGRID3
* xyz 1 1
Tl 0.6153 -0.1233 -1.7487
Br 6.4547 1.1943 -0.8460
Cl -1.5107 0.3656 0.3830
Cl -4.8686 5.3350 -1.2847
Cl -3.8360 1.3841 2.2378
Cl -2.5493 4.2976 -3.1070
Cl -5.4962 3.8358 1.3524
O 0.1254 -4.3150 -0.7057
O -0.4854 -6.6886 5.0485
O -2.3506 -2.2640 5.4080
O 0.1448 -7.4060 3.1187
O -1.9184 -0.8302 3.8656
O 0.3785 -2.1435 -0.1394
O -1.0851 2.0615 -1.9400
N -1.8837 -1.9386 4.3496
N 2.5125 0.5921 0.0952
N -0.2421 -6.5590 3.8777
C -2.0648 2.3956 -1.2738
C 4.8293 1.0938 1.5376
C -3.4632 2.1753 0.7675
C -0.4325 -5.2114 3.3243
C -3.9401 3.9693 -0.8339
C -2.4364 1.7333 -0.0337
C -1.0360 -4.2426 4.1093
C -2.9157 3.5227 -1.6519
C -0.2131 -3.6740 1.5303
C 2.4780 0.6770 1.4188
C 0.1574 -3.3445 0.0064
C 4.8546 0.9928 0.1518
C -4.2317 3.3060 0.3746
C -1.2144 -2.9771 3.5735
C 3.6114 0.9325 2.1793
C -0.7883 -2.6739 2.2869
C -0.0248 -4.9504 2.0215
C 3.6690 0.7401 -0.5291
H 3.5467 1.0034 3.2543
H 1.5125 0.5344 1.8816
H -0.9331 -1.6767 1.9013
H 5.7310 1.2979 2.0943
H 3.6599 0.6606 -1.6064
H 0.4124 -5.7262 1.4096
H -1.3746 -4.4822 5.1068
*
```

Löwdin population analysis, charges in e, atoms 1 to 2: atom 1 (Tl): 1.0041, atom 2 (Br): 0.7817

(3)
Here is a structure of composition C18H7Cl5N3O2RuTe4 from the OMol25 dataset. Energies are from ωB97M-V/def2-TZVPD.

Properties
E_HOMO (alpha / beta) = -6.70 / -6.64 eV
Energy above the lowest of the compared OMol25 structures with the same formula, charge and spin = 1.0692 eV
Kohn-Sham gap (alpha / beta) = 5.0 / 4.7 eV
Largest force on an atom = 0.0222 Eh/bohr

```
! wB97M-V def2-TZVPD RIJCOSX def2/J DEFGRID3
* xyz 0 2
Te 3.4935 -0.6449 -0.7546
Te 1.8606 -2.6301 2.3342
Te 4.6235 -3.0679 -0.8141
Te 3.2646 -4.5355 1.0039
Ru 1.3176 -0.6120 0.6935
Cl 4.1239 3.9777 3.2425
Cl 3.8161 2.1790 0.7829
Cl -0.3259 -0.3114 3.1220
Cl 2.3292 3.5863 5.7510
Cl 0.0463 1.4357 5.6708
O -4.6313 -0.5448 -4.1522
O -3.6644 -2.4549 -4.1375
N 0.2178 -1.7010 -0.7717
N -3.7709 -1.3056 -3.7754
N -0.1634 0.8438 0.0146
C 1.0610 0.7638 3.2453
C 0.4902 -2.9143 -1.1973
C -1.3430 -2.9119 -2.7374
C -0.2680 -3.5466 -2.1904
C -2.7627 -0.7913 -2.7939
C -1.0252 0.3263 -0.9037
C 2.9659 2.6990 3.2667
C -0.3148 2.0982 0.3776
C -2.0582 1.0732 -1.4462
C 1.9193 0.7657 2.1481
C -1.3256 2.9212 -0.1270
C -2.9377 0.4649 -2.3984
C 2.1479 2.5558 4.3840
C 2.8314 1.8257 2.1791
C 1.1507 1.5899 4.3579
C -0.8321 -1.0384 -1.3324
C -2.2019 2.4056 -1.0425
C -1.6680 -1.6093 -2.3055
H -1.9350 -3.3924 -3.4978
H -1.3901 3.9459 0.2122
H 0.3900 2.4751 1.1082
H -3.7647 1.0262 -2.8126
H 1.3255 -3.4123 -0.7282
H 0.0068 -4.5431 -2.5111
H -2.9989 3.0085 -1.4644
*
```

Löwdin population analysis, charges in e, atoms 1 to 2: atom 1 (Te): 0.3454, atom 2 (Te): 0.1599

(4)
Here is a structure of composition C18H9Br4ClN2O3V from the OMol25 dataset. Energies are from ωB97M-V/def2-TZVPD.

Properties
E_HOMO (alpha / beta) = 0.11 / -1.47 eV
Energy above the lowest of the compared OMol25 structures with the same formula, charge and spin = 0.0000 eV
Kohn-Sham gap (alpha / beta) = 4.0 / 5.5 eV
Largest force on an atom = 0.0055 Eh/bohr

```
! wB97M-V def2-TZVPD RIJCOSX def2/J DEFGRID3
* xyz -2 4
Br 4.8366 -0.4386 4.9791
Br 4.3546 -1.1305 1.7338
Br 2.2933 0.7191 6.7707
Br -0.6781 1.1461 5.2734
V -0.4437 -0.0789 0.4033
Cl 1.6002 -5.0303 -1.4399
O 1.4895 -0.4932 0.9367
O -0.5140 0.3498 2.3455
O -3.2816 1.2606 -0.4054
N -0.4383 1.2396 -0.8334
N -0.7341 -2.0298 -0.1945
C -2.3684 0.6762 -0.0438
C 1.7299 -0.2633 2.1869
C 0.1713 -4.0822 -1.0491
C -0.6748 1.7538 -3.1797
C -1.0969 -4.6562 -1.2885
C -0.7586 2.6939 -4.1865
C -0.4508 3.5353 -1.5662
C 3.1354 -0.1676 4.1813
C -0.5367 4.4573 -2.5901
C 0.3403 -2.8399 -0.5277
C -2.1874 -3.8270 -0.9291
C 2.0779 0.3127 4.9294
C -0.5085 2.1293 -1.8113
C 2.9564 -0.4572 2.8177
C 0.8251 0.5023 4.3154
C 0.6257 0.2195 2.9737
C -0.6906 4.0624 -3.9194
C -1.9835 -2.5824 -0.4130
H -1.2068 -5.6440 -1.7073
H -0.7569 4.7927 -4.7170
H 1.3215 -2.4281 -0.3391
H -0.7240 0.6944 -3.4039
H -3.2073 -4.1698 -1.0605
H -0.8818 2.3537 -5.2111
H -2.8235 -1.9561 -0.1431
H -0.3273 3.8612 -0.5400
H -0.4841 5.5152 -2.3472
*
```

Löwdin population analysis, charges in e, atoms 1 to 2: atom 1 (Br): 0.6294, atom 2 (Br): 0.7075

(5)
Here is a structure of composition C19H10Co2N2O8 from the OMol25 dataset. Energies are from ωB97M-V/def2-TZVPD.

Properties
E_HOMO = 0.65 eV
Energy above the lowest of the compared OMol25 structures with the same formula, charge and spin = 2.2043 eV
Kohn-Sham gap = 4.0 eV
Largest force on an atom = 0.0946 Eh/bohr

```
! wB97M-V def2-TZVPD RIJCOSX def2/J DEFGRID3
* xyz -2 1
Co 1.3812 0.9719 -1.0902
Co 2.3129 0.3507 1.2011
O 5.1505 -0.0663 0.7983
O 4.1078 0.4778 -2.0103
O 1.9469 3.6873 -0.1284
O 2.1412 -1.6218 3.3371
O -6.2602 3.0021 0.5063
O 0.7492 1.7515 -3.8067
O -1.8140 3.7154 -0.1148
O 2.5587 2.7057 2.8689
N -4.0543 3.2607 0.0173
N -2.4978 1.4804 -0.1732
C 0.7442 -0.5248 -0.3217
C -3.6084 0.6502 -0.1061
C -1.2656 1.0353 0.3616
C -0.0018 -4.2267 -0.4247
C 2.2305 -2.5502 -0.3715
C -4.8676 1.0621 0.1404
C -5.1790 2.4540 0.2412
C 3.0985 0.5712 -1.4489
C 1.7357 2.5607 -0.3082
C 1.2850 -4.7807 -0.4484
C 4.0122 0.1130 0.8517
C -0.1794 -2.8437 -0.3771
C -2.7148 2.9022 -0.0787
C -0.2333 0.4250 -0.4801
C 2.4225 1.8070 2.1604
C 2.1754 -0.8319 2.4802
C 2.3959 -3.9327 -0.4370
C 0.9748 1.4082 -2.7272
C 0.9397 -1.9785 -0.3461
H -3.3947 -0.4093 -0.1908
H -1.1837 -2.4074 -0.3762
H 3.4071 -4.3347 -0.4911
H -5.6559 0.3683 0.3852
H -1.5603 0.2568 1.0812
H -4.1671 4.2403 0.1945
H -0.8739 -4.8809 -0.4478
H -0.7977 1.8868 0.9246
H 1.4287 -5.8611 -0.4882
H 3.1112 -1.8938 -0.3567
*
```

Löwdin population analysis, charges in e, atoms 1 to 2: atom 1 (Co): 0.0096, atom 2 (Co): -0.0184